No. 1
ORCA calculation (wB97M-V/def2-TZVPD) on a cluster of 2 separate species, C5H13N in total at a distorted geometry.

XYZ file:
```
19
Properties=species:S:1:pos:R:3
C -1.311 -0.537 -0.669
C 0.040 -1.191 -0.832
C 0.036 -2.724 -0.745
H -1.670 -0.638 0.356
H -1.140 0.521 -0.932
H -2.123 -0.762 -1.316
H 0.477 -1.009 -1.820
H 0.804 -0.775 -0.166
H -0.389 -3.188 -1.633
H -0.458 -3.054 0.168
H 1.065 -3.091 -0.734
C 0.610 2.222 -0.130
C 0.406 2.510 1.209
N 0.492 1.573 2.116
H 1.032 1.273 -0.439
H 0.399 2.845 -0.989
H 0.043 3.467 1.560
H 0.943 0.676 1.940
H 0.745 1.881 3.055
```

Properties
energy	-252.7211	a.u.
energy above the lowest of the compared OMol25 structures with the same formula, charge and spin	20.0	kcal per mole
frontier orbital gap (spin up / spin down)	0.3867 / 0.2554	hartree
lowest unoccupied orbital energy (spin up / spin down)	-4.14 / -7.74	eV
total charge	+1
spin multiplicity	2
maximum force	0.0445	hartree/bohr

Here are the natural (NBO) charges for atoms 1 to 8, given in e: number 1, C, carries -0.6071; number 2, C, carries -0.3967; number 3, C, carries -0.6053; number 4, H, carries 0.2053; number 5, H, carries 0.1790; number 6, H, carries 0.2396; number 7, H, carries 0.2086; number 8, H, carries 0.1528

---

No. 2
ORCA calculation (wB97M-V/def2-TZVPD) on a cluster of 2 separate species, C5H13N2 in total at a distorted geometry.

XYZ file:
```
20
Properties=species:S:1:pos:R:3
C -1.072 -0.861 1.273
C -0.180 -1.911 1.883
C -0.304 -3.255 1.634
H -0.583 -0.449 0.391
H -2.066 -1.310 0.999
H -1.218 -0.022 1.986
H 0.463 -1.624 2.733
H 0.264 -4.066 2.189
H -0.988 -3.601 0.882
C 0.366 2.204 -1.322
C 0.663 0.948 -1.775
N 0.108 0.290 -2.823
N 0.838 2.522 0.022
H -0.289 2.958 -1.755
H 1.340 0.352 -1.172
H 0.348 -0.709 -2.920
H -0.615 0.731 -3.388
H 0.117 2.617 0.763
H 1.375 3.390 -0.013
H 1.432 1.796 0.413
```

Properties
energy	-307.5086	a.u.
energy above the lowest of the compared OMol25 structures with the same formula, charge and spin	70.9	kcal per mole
frontier orbital gap	0.3186	hartree
lowest unoccupied orbital energy	-3.55	eV
total charge	+1
spin multiplicity	1
maximum force	0.0549	hartree/bohr

Here are the natural (NBO) charges for atoms 1 to 8, given in e: number 1, C, carries -0.6548; number 2, C, carries -0.2161; number 3, C, carries -0.3728; number 4, H, carries 0.1838; number 5, H, carries 0.2400; number 6, H, carries 0.2102; number 7, H, carries 0.2012; number 8, H, carries 0.2200